181
Properties=species:S:1:pos:R:3:forces:R:3:lowdin_charge:R:1 method="wB97M-V/def2-TZVPD" smiles=COC[C@H](C)N.COC[C@H](C)N.COC[C@H](C)N.COC[C@H](C)N.COC[C@H](C)N.COCCNCCOC.COCCNCCOC.COCCNCCOC.COCCNCCOC fmax_ev_per_a=2.94 e_lumo_ev=0.506 energy_ha=-3215.965425
C 2.1199 -6.8241 -2.5749 0.62 0.04 -0.87 -0.045
C 1.6165 -6.0152 -3.8162 0.63 -0.72 -0.70 -0.387
C 1.4458 -4.5055 -3.5499 -1.14 -1.98 -0.98 -0.206
O 0.3590 -4.3996 -2.6503 1.14 -0.11 0.11 -0.169
C 0.4447 -3.1903 -1.9631 -0.43 0.93 0.12 -0.121
N 2.5681 -6.0707 -4.9784 -0.13 -0.05 0.52 0.027
H 2.1236 -7.9387 -2.6376 -0.27 0.76 -0.66 0.078
H 1.4984 -6.6202 -1.6984 0.38 0.43 -0.05 0.070
H 3.1895 -6.5592 -2.4883 -0.49 0.06 0.66 0.059
H 0.6610 -6.4334 -4.1044 -0.54 0.07 -0.05 0.121
H 1.2185 -3.9987 -4.5299 0.13 -0.18 0.85 0.144
H 2.3847 -4.1537 -3.1834 0.61 0.67 0.60 0.094
H 0.4225 -2.4020 -2.7074 0.32 0.64 -0.14 0.071
H 1.3212 -3.0241 -1.2837 -0.54 -0.54 -0.56 0.091
H -0.4856 -3.0807 -1.4331 -0.25 0.02 0.70 0.081
H 2.6718 -6.9694 -5.4337 -0.14 -0.33 0.54 0.069
H 2.1929 -5.4910 -5.7163 0.01 0.31 -0.02 0.060
C 3.5572 -0.8681 -2.9118 -0.55 -1.63 0.18 -0.039
C 4.9057 -1.3766 -2.3747 -0.55 0.33 -0.03 -0.438
C 5.7564 -2.1966 -3.3374 -0.20 -0.36 -0.51 -0.218
O 5.1284 -3.3057 -3.9366 -0.49 -0.84 0.79 -0.195
C 5.2236 -4.5155 -3.1479 -0.09 0.61 -0.50 -0.093
N 5.5801 -0.1403 -2.0571 1.00 0.27 0.30 0.038
H 2.9186 -1.7294 -3.1696 -0.07 0.34 0.20 0.062
H 3.5955 -0.2613 -3.8207 0.54 0.02 0.18 0.064
H 3.1179 -0.2780 -2.0948 -0.12 -0.18 -0.39 0.074
H 4.7784 -1.9439 -1.4370 -0.30 0.22 -0.21 0.125
H 6.7188 -2.5542 -2.9129 -0.31 0.61 0.11 0.133
H 5.9278 -1.5138 -4.1587 0.53 0.19 -0.41 0.116
H 4.5826 -5.2296 -3.6639 -0.28 0.07 0.30 0.047
H 4.9264 -4.3681 -2.0668 0.37 -0.18 -1.10 0.095
H 6.2363 -4.9194 -3.2765 0.07 0.17 0.59 0.086
H 6.4423 -0.3865 -1.5950 0.47 0.37 0.12 0.071
H 5.8188 0.3310 -2.9368 -0.08 0.05 0.41 0.074
C -4.1383 0.5572 4.2226 -0.78 -1.49 0.12 -0.067
C -4.0014 0.9473 5.6704 1.10 -0.25 0.47 -0.485
C -5.2243 1.5551 6.3127 0.91 -0.30 0.84 -0.248
O -5.4391 2.7183 5.6239 0.95 1.28 -0.73 -0.189
C -6.7207 3.2064 5.6723 -0.93 -1.51 -0.12 -0.113
N -3.6105 -0.2320 6.3954 -0.01 -1.24 -0.01 0.028
H -3.1962 0.1227 3.8352 -0.44 0.63 0.07 0.076
H -4.5570 1.3694 3.6743 0.17 0.66 -0.80 0.066
H -4.9009 -0.2702 4.1306 0.58 0.58 0.19 0.095
H -3.1631 1.6672 5.7822 -0.48 -0.13 -0.18 0.151
H -4.9173 1.7881 7.4087 -0.98 -0.54 -1.32 0.155
H -6.0798 0.8430 6.2218 0.33 0.40 0.36 0.141
H -7.3193 2.6521 4.9393 -0.49 -0.27 0.39 0.098
H -6.7727 4.1900 5.3286 0.29 1.82 -0.20 0.069
H -7.0811 3.1028 6.6867 -0.68 0.19 0.24 0.092
H -4.3614 -0.9246 6.3189 0.36 0.12 0.06 0.080
H -3.5083 -0.0328 7.3712 0.14 0.05 0.59 0.060
C 3.5774 6.2014 3.3597 -0.27 0.80 0.91 -0.045
C 2.5184 5.3279 4.0438 1.50 -0.70 1.36 -0.396
C 2.9869 3.8539 4.0369 -1.61 -0.63 -0.47 -0.200
O 3.1598 3.3482 2.7202 -0.44 1.02 -0.60 -0.213
C 4.3622 2.6944 2.5193 1.16 -0.12 1.01 -0.138
N 2.3515 5.7013 5.4953 -0.34 -1.64 -1.08 0.035
H 3.4929 7.2873 3.6252 0.00 -0.88 -0.05 0.089
H 3.4559 6.1471 2.3049 -0.09 -0.11 -1.00 0.050
H 4.5980 5.8667 3.5801 -0.24 0.08 0.20 0.084
H 1.5689 5.3235 3.5345 -0.38 0.37 -0.50 0.115
H 2.1311 3.2520 4.4071 0.46 0.22 0.53 0.119
H 3.8731 3.6300 4.6149 0.20 0.44 0.44 0.119
H 4.4491 2.3564 1.5156 -0.21 -0.17 -1.02 0.069
H 4.3984 1.8046 3.1585 0.30 -0.03 0.09 0.082
H 5.2616 3.3285 2.7207 -0.60 -0.27 0.04 0.103
H 2.3331 6.6877 5.5403 -0.23 1.15 0.29 0.036
H 1.4557 5.3239 5.8463 0.74 0.46 -0.23 0.079
C -0.0636 0.7696 -1.2660 -0.47 0.42 0.80 -0.015
C -1.2835 0.3994 -0.3753 -0.94 -1.25 -1.30 -0.390
C -1.6453 1.2824 0.7968 0.05 -0.47 -0.73 -0.229
O -0.4662 1.5054 1.5028 -0.41 0.17 1.16 -0.179
C -0.7569 2.4883 2.4729 -1.37 0.41 -1.41 -0.084
N -2.4598 0.3313 -1.2588 -0.07 0.75 -0.81 0.054
H -0.3225 1.6378 -1.8948 0.15 -0.31 0.12 0.076
H 0.1725 -0.1018 -1.9016 -0.01 0.45 0.21 0.067
H 0.8073 1.0492 -0.6478 -0.30 -0.26 -0.31 0.063
H -1.1361 -0.6241 -0.0344 0.54 -0.14 0.63 0.113
H -2.4793 0.8608 1.4354 0.87 0.09 -0.47 0.122
H -2.0333 2.2256 0.4273 -0.14 0.44 -0.27 0.098
H -1.6429 2.2375 3.0704 -0.30 0.00 -0.35 0.083
H -0.9171 3.4616 1.9309 0.21 -0.54 0.84 0.107
H 0.0027 2.4869 3.1685 2.10 0.51 1.25 0.049
H -3.3046 -0.0746 -0.8788 0.21 -0.34 0.31 0.061
H -2.2658 -0.1124 -2.1589 -0.01 0.16 0.44 0.052
C -1.0856 -2.8753 2.0430 0.65 0.18 1.22 -0.149
O -2.2134 -2.9837 1.2564 -2.35 0.50 0.38 -0.196
C -3.3374 -2.1462 1.7556 1.48 -1.47 -1.85 -0.162
C -4.5899 -2.5331 1.0100 -1.63 0.88 -0.13 -0.218
N -4.6117 -2.3950 -0.4454 1.79 -0.62 -0.27 -0.064
C -5.9000 -2.5262 -1.1618 2.06 -0.27 0.35 -0.201
C -6.4865 -1.1869 -1.5570 -0.35 -0.73 1.84 -0.220
O -7.7569 -1.3763 -2.1170 -0.36 0.01 -0.77 -0.189
C -8.8492 -1.5016 -1.2360 1.08 1.09 1.02 -0.105
H -0.7541 -1.8483 2.2027 0.08 0.34 -0.37 0.077
H -0.3047 -3.4201 1.5390 0.41 -0.16 -0.03 0.070
H -1.1999 -3.2593 3.0802 -0.21 -0.24 -0.46 0.099
H -3.0291 -1.1406 1.4935 -0.21 0.44 0.34 0.086
H -3.5094 -2.2969 2.8214 0.25 0.08 0.11 0.119
H -5.3326 -1.7987 1.3322 -0.15 0.14 0.37 0.113
H -5.0146 -3.4763 1.3646 0.36 -0.43 -0.03 0.119
H -3.9385 -3.0828 -0.8367 -0.65 0.85 0.38 0.120
H -6.5751 -3.0999 -0.5802 -1.06 -0.54 0.69 0.096
H -5.6088 -3.1606 -1.9904 -0.59 0.15 -0.69 0.117
H -5.8656 -0.7362 -2.2952 0.42 0.66 -0.49 0.099
H -6.4948 -0.5779 -0.5969 -0.19 -0.17 -1.12 0.138
H -8.7595 -0.6511 -0.5240 -0.53 -0.29 -0.20 0.093
H -8.8291 -2.4016 -0.6173 -0.04 -0.28 -0.25 0.079
H -9.7574 -1.4236 -1.8132 -0.20 -0.08 -0.10 0.084
C 4.7754 1.6129 -5.8759 -2.23 1.00 -0.15 -0.109
O 4.8086 2.1185 -4.5430 0.09 -0.36 0.55 -0.229
C 3.5707 2.5594 -3.9630 -0.52 0.85 -2.76 -0.256
C 3.7520 2.9621 -2.5686 0.26 1.43 1.86 -0.211
N 2.5937 3.7680 -2.0631 0.22 -0.31 0.17 -0.039
C 2.6422 4.0049 -0.6255 1.60 2.28 0.48 -0.234
C 1.5515 4.9310 -0.1399 -1.75 0.05 -1.28 -0.221
O 1.5911 6.2236 -0.7684 0.83 -0.67 0.19 -0.198
C 0.5096 7.0841 -0.4755 1.54 0.51 0.60 -0.098
H 5.6126 0.9413 -6.0336 0.02 -0.07 0.12 0.072
H 4.8427 2.4838 -6.6028 -0.13 -1.04 0.62 0.097
H 3.7632 1.0742 -6.0359 1.62 0.61 -0.03 0.107
H 2.7811 1.8114 -4.0799 0.08 -0.20 0.04 0.111
H 3.1987 3.4703 -4.5071 0.28 -0.62 0.02 0.135
H 4.6697 3.5937 -2.4904 -0.22 -0.67 0.02 0.136
H 3.8613 2.0576 -1.9669 0.11 0.26 0.34 0.098
H 2.5381 4.7010 -2.4870 0.24 -0.62 -0.16 0.113
H 3.6070 4.5695 -0.2436 -1.05 -1.33 -0.84 0.153
H 2.5096 3.1146 -0.0420 0.21 -0.72 0.15 0.094
H 1.5924 5.0200 0.9378 0.10 0.05 0.43 0.097
H 0.5849 4.4579 -0.4349 0.22 0.23 0.34 0.127
H -0.3960 6.6640 -0.8197 -1.26 -0.63 0.01 0.039
H 0.6882 7.9678 -1.0826 0.02 0.22 0.09 0.089
H 0.5074 7.3944 0.6034 -0.25 -0.40 -0.73 0.103
C 2.2407 -0.3663 2.2315 1.53 -0.20 0.81 -0.082
O 2.0604 -1.7477 1.9784 -0.62 0.26 0.46 -0.196
C 3.0322 -2.2998 1.1519 1.29 -0.20 0.62 -0.266
C 2.8845 -3.8029 1.1127 1.31 -0.43 -0.32 -0.223
N 3.0884 -4.4390 2.4169 -0.09 0.47 -0.48 -0.058
C 2.8472 -5.8884 2.4095 0.22 1.39 1.19 -0.191
C 3.3382 -6.3969 3.7607 0.88 0.04 -0.80 -0.276
O 2.5599 -5.9333 4.7892 -1.50 0.92 1.22 -0.181
C 3.0263 -6.0998 6.1262 0.25 0.66 -1.24 -0.077
H 1.7293 -0.1189 3.1755 0.30 -0.15 -0.29 0.098
H 1.8167 0.2545 1.4686 -0.24 0.33 -0.68 0.058
H 3.3664 -0.1509 2.3099 -1.49 -0.12 0.07 0.096
H 4.0526 -2.0422 1.5750 -0.77 -0.21 -0.55 0.139
H 2.9580 -1.9289 0.1312 0.04 0.30 -0.28 0.097
H 3.7133 -4.1472 0.3771 -1.40 0.18 1.04 0.140
H 1.8996 -4.0383 0.7107 -0.18 -0.19 -0.40 0.091
H 2.5281 -3.9669 3.1330 0.14 -0.32 -0.40 0.116
H 3.5342 -6.3082 1.7039 0.19 -0.41 -0.77 0.107
H 1.8058 -6.1324 2.1516 0.15 -0.28 0.19 0.124
H 4.3729 -6.0429 3.8548 0.06 0.15 0.03 0.125
H 3.4057 -7.4652 3.7375 -0.20 -1.11 0.15 0.109
H 3.9123 -5.4917 6.3133 -0.02 0.36 0.03 0.089
H 3.3411 -7.0982 6.2442 0.25 -1.54 0.44 0.065
H 2.2311 -5.8615 6.8239 -0.10 0.10 -0.13 0.089
C -3.0271 -1.6243 -4.2332 0.35 0.08 -1.19 -0.089
O -2.6019 -0.2499 -4.2298 0.14 -1.49 -0.29 -0.215
C -3.5329 0.5522 -4.9345 0.99 0.35 0.24 -0.235
C -3.3134 2.0135 -4.5997 -0.78 0.50 -1.61 -0.226
N -4.0001 2.2977 -3.3490 1.13 -0.08 0.63 -0.054
C -3.9550 3.6991 -2.9440 0.00 0.28 -0.09 -0.221
C -2.6828 3.9895 -2.1865 0.63 -1.73 0.62 -0.247
O -2.3950 5.3503 -1.9378 -0.13 -0.48 0.80 -0.196
C -2.9861 5.8700 -0.7325 -0.17 0.52 -1.56 -0.094
H -2.2813 -2.2687 -3.7781 0.39 0.19 -0.12 0.079
H -3.3301 -2.0501 -5.2374 0.75 0.75 0.62 0.109
H -3.9036 -1.7306 -3.6557 -1.27 0.03 0.98 0.046
H -4.5114 0.3314 -4.5244 -0.59 -0.21 -0.54 0.113
H -3.4109 0.3865 -6.0212 -0.34 -0.13 0.36 0.130
H -3.8933 2.5042 -5.4200 0.49 0.15 0.54 0.126
H -2.2426 2.3452 -4.7136 -0.77 -0.39 0.32 0.135
H -3.4138 1.8097 -2.6577 -0.63 -0.21 0.20 0.063
H -4.8399 3.9687 -2.3759 -0.20 -0.08 0.23 0.110
H -3.9341 4.3425 -3.7938 -0.26 0.44 -0.99 0.108
H -1.8551 3.5524 -2.7927 -0.28 0.60 0.36 0.123
H -2.7384 3.2850 -1.2869 0.39 1.35 -0.43 0.118
H -2.6701 6.9222 -0.7383 0.11 -0.34 0.49 0.083
H -2.6531 5.3187 0.1588 -0.27 0.18 -0.19 0.087
H -4.0803 5.9244 -0.8823 0.27 -0.43 0.58 0.089

=====

19
Properties=species:S:1:pos:R:3:forces:R:3:lowdin_charge:R:1 method="wB97M-V/def2-TZVPD" fmax_ev_per_a=5.32 e_lumo_ev=-3.000 total_charge=+1 energy_ha=-543.970506
C -0.1929 0.8115 -2.0948 -0.66 -0.10 -1.73 0.024
C -1.4087 0.5717 -1.4998 0.87 1.56 -2.34 -0.249
C 0.1579 0.2053 0.0321 -0.87 -0.03 0.38 -0.130
C -3.2827 0.5175 -0.6258 -0.94 -0.01 -0.90 -0.103
C 2.7094 -1.3076 1.4659 5.02 1.08 1.39 -0.079
N -2.7469 0.7377 -1.7643 1.23 0.01 0.20 0.178
N -1.2036 0.2691 -0.1892 3.32 -0.39 -0.29 0.052
N 0.7287 0.5185 -1.1663 0.23 -0.80 3.31 0.149
N -2.4210 0.0805 0.3842 -0.46 0.18 1.01 0.153
N 0.8246 -0.2134 1.1821 -0.24 -0.44 -2.33 0.064
O 2.1991 -0.0758 1.0596 0.04 0.75 -1.12 -0.142
H 0.2082 1.1676 -3.0528 -1.02 -0.39 0.37 0.154
H -4.3397 0.6348 -0.6817 -0.78 -0.35 1.53 0.140
H 2.5571 -1.4043 2.5155 -0.70 -0.72 0.78 0.082
H 3.8933 -1.2698 1.4412 -2.32 0.32 -0.39 0.151
H 2.4290 -2.0758 0.8464 -1.04 -1.96 -1.15 0.064
H 1.7165 0.3817 -1.2955 0.28 0.33 -0.03 0.180
H -2.4501 0.3466 1.3627 -0.60 -0.02 -0.16 0.176
H 0.6218 0.1042 2.0805 -1.35 0.97 1.47 0.137

=====

38
Properties=species:S:1:pos:R:3:forces:R:3:lowdin_charge:R:1 method="wB97M-V/def2-TZVPD" smiles="CC(C)(C)C1=CC(=O)[C@](Cl)(C(C)(C)C)[C@@H](Cl)C1=O" fmax_ev_per_a=3.62 e_lumo_ev=-0.996 energy_ha=-1616.314469
O 1.8233 -1.2005 -0.3628 -2.08 0.48 0.44 0.096
O -2.6244 0.7705 1.4224 -0.15 -0.18 0.14 0.098
Cl -0.8240 -2.7256 1.4896 0.21 -0.17 -0.40 0.697
Cl -1.1403 -0.6015 3.5985 0.17 0.55 -0.44 0.705
C 0.6431 -1.0338 -0.0318 2.16 -1.20 -0.63 -0.351
C -1.6474 0.1807 1.0190 -0.38 1.50 0.80 -0.422
C -1.5574 -0.0886 -0.4125 2.76 -1.72 -1.59 0.083
C -0.4446 -0.6900 -1.0002 -2.11 1.37 1.13 -0.070
C -1.6095 -0.7239 -3.2625 -0.30 -0.56 -0.14 -0.067
C 0.7262 -0.0517 -3.1447 1.03 0.58 0.26 -0.049
C 0.0957 -2.4505 -2.6989 -0.10 0.46 0.12 -0.030
C -0.2304 2.2186 3.1442 -0.03 -0.18 -0.04 -0.078
C 1.7743 0.7694 2.8496 -0.64 -1.20 0.20 -0.057
C 0.7972 1.9952 0.9261 0.11 -0.12 -0.58 -0.037
C 0.2568 -1.2961 1.4371 -0.05 0.19 -0.91 -0.592
C -0.4634 -0.0755 1.9682 -0.20 -0.30 0.85 -0.620
C -0.3028 -0.9647 -2.4941 -0.24 -0.54 -0.50 -0.543
C 0.4679 1.1902 2.2113 -0.54 1.12 -0.30 -0.545
H -2.4119 0.2301 -0.9856 -0.10 0.05 -0.06 0.123
H -1.8299 0.3427 -3.3560 -0.03 -0.09 -0.05 0.088
H -1.5227 -1.1817 -4.2802 -0.01 0.55 0.79 0.101
H -2.4518 -1.2162 -2.7657 -0.01 0.06 -0.10 0.087
H 1.7439 -0.3536 -2.8571 -0.25 0.24 -0.06 0.087
H 0.5726 0.9994 -2.8429 0.06 -0.36 -0.03 0.095
H 0.6685 -0.0622 -4.2407 -0.14 -0.26 0.23 0.090
H -0.6225 -3.1051 -2.2229 -0.30 -0.21 0.03 0.088
H 1.0584 -2.6692 -2.2734 0.47 0.02 0.27 0.072
H 0.1554 -2.6945 -3.7570 -0.13 0.09 -0.12 0.088
H -1.2647 2.4078 2.8316 0.25 0.02 0.07 0.084
H -0.2384 1.8625 4.1733 -0.10 -0.01 -0.03 0.061
H 0.3384 3.1639 3.1327 -0.22 -0.37 -0.14 0.091
H 1.5664 0.0311 3.6381 0.20 0.22 -0.07 0.084
H 2.4214 0.3052 2.1127 0.38 0.08 -0.01 0.087
H 2.2173 1.6256 3.3107 0.57 0.51 0.14 0.085
H -0.0903 2.4325 0.4493 0.07 -0.09 0.24 0.095
H 1.3062 1.4022 0.1597 -0.06 -0.07 0.10 0.073
H 1.4962 2.8299 1.1389 -0.46 -0.49 0.22 0.101
H 1.1470 -1.5724 1.9761 0.19 0.07 0.16 0.101

=====

Which relative energy (zero: lowest compared OMol25 entry of this formula, charge and spin) belongs to each record? In order, 66.3; 116.3; 0.0 kcal/mol.